1.
{
  "formula": "C37H57BGeN10S2Si3Sr",
  "method": "ωB97M-V/def2-TZVPD",
  "multiplicity": 1,
  "orbital_gap_ev": [6.05, 4.16],
  "lumo_ev": [-0.869, -2.762],
  "relative_energy_kj_mol": 271.3,
  "elements": ["Sr", "C", "N", "C", "C", "N", "C", "C", "C", "C", "C", "C", "C", "S", "C", "C", "C", "C", "C", "C", "S", "H", "H", "H", "H", "H", "H", "H", "H", "H", "H", "H", "H", "H", "H", "H", "H", "H", "H", "C", "C", "N", "N", "C", "B", "N", "C", "C", "C", "N", "N", "C", "C", "C", "N", "N", "C", "C", "C", "N", "H", "H", "H", "H", "H", "H", "H", "H", "H", "H", "H", "H", "C", "Si", "C", "C", "Ge", "Si", "C", "C", "C", "Si", "C", "C", "C", "H", "H", "H", "H", "H", "H", "H", "H", "H", "H", "H", "H", "H", "H", "H", "H", "H", "H", "H", "H", "H", "H", "H", "H", "H", "H", "H"],
  "coordinates": [[-0.233, -0.768, 1.449], [-0.541, -2.641, -1.466], [-0.018, -3.122, -0.176], [-0.983, -4.099, 0.392], [-0.892, -4.265, 1.889], [-1.440, -3.114, 2.627], [-0.952, -3.168, 4.009], [-2.903, -3.113, 2.568], [-3.586, -4.023, 3.377], [-4.966, -4.086, 3.406], [-5.687, -3.216, 2.598], [-5.022, -2.326, 1.781], [-3.619, -2.245, 1.725], [-2.935, -1.103, 0.578], [1.306, -3.665, -0.298], [1.657, -4.405, -1.423], [2.925, -4.941, -1.580], [3.897, -4.766, -0.600], [3.578, -4.050, 0.528], [2.299, -3.470, 0.706], [2.080, -2.521, 2.105], [-0.766, -3.451, -2.170], [0.174, -1.960, -1.923], [-1.467, -2.106, -1.262], [-0.847, -5.068, -0.107], [-1.977, -3.728, 0.136], [0.147, -4.411, 2.195], [-1.426, -5.182, 2.175], [-1.079, -4.153, 4.474], [-1.468, -2.431, 4.616], [0.116, -2.939, 4.026], [-3.021, -4.701, 4.004], [-5.470, -4.797, 4.047], [-6.770, -3.232, 2.602], [-5.585, -1.654, 1.146], [0.925, -4.569, -2.200], [3.153, -5.510, -2.473], [4.886, -5.185, -0.723], [4.303, -3.888, 1.314], [-1.594, 3.858, 2.008], [-1.561, 2.771, 1.120], [-0.462, 2.060, 1.283], [0.255, 2.670, 2.260], [-0.433, 3.736, 2.732], [1.357, 1.826, 2.911], [2.262, 1.192, 1.771], [3.549, 1.547, 1.550], [3.974, 0.992, 0.366], [2.854, 0.297, -0.098], [1.832, 0.428, 0.730], [0.545, 0.824, 3.884], [0.650, 0.749, 5.234], [-0.545, 0.314, 5.761], [-1.373, 0.147, 4.642], [-0.730, 0.447, 3.532], [2.305, 2.667, 3.750], [2.606, 3.980, 3.584], [3.691, 4.269, 4.375], [4.002, 3.043, 4.989], [3.180, 2.085, 4.600], [-2.355, 4.612, 2.113], [-2.296, 2.461, 0.393], [-0.072, 4.319, 3.563], [4.071, 2.167, 2.259], [4.943, 1.084, -0.091], [2.730, -0.294, -0.994], [1.572, 1.028, 5.711], [-0.776, 0.156, 6.800], [-2.400, -0.180, 4.573], [2.067, 4.596, 2.884], [4.182, 5.220, 4.484], [4.787, 2.819, 5.693], [0.830, 0.927, -5.925], [1.322, 0.357, -4.195], [1.470, -1.523, -4.321], [3.070, 0.972, -3.806], [-0.270, 1.229, -2.639], [-2.523, 1.000, -3.354], [-2.952, -0.805, -3.662], [-3.712, 1.730, -2.099], [-2.722, 1.952, -4.972], [0.362, 3.528, -2.436], [1.055, 4.132, -4.088], [1.666, 3.774, -1.106], [-1.105, 4.653, -2.089], [1.670, 0.781, -6.611], [0.532, 1.975, -5.973], [-0.007, 0.326, -6.289], [2.127, -1.724, -5.174], [0.515, -2.015, -4.513], [1.926, -1.983, -3.443], [3.650, 1.024, -4.732], [3.584, 0.274, -3.143], [3.104, 1.955, -3.336], [-3.043, -1.357, -2.724], [-2.202, -1.291, -4.291], [-3.913, -0.867, -4.180], [-3.676, 1.202, -1.144], [-4.733, 1.646, -2.484], [-3.504, 2.790, -1.932], [-2.196, 1.465, -5.795], [-2.345, 2.975, -4.896], [-3.782, 2.008, -5.234], [1.898, 3.552, -4.464], [1.392, 5.164, -3.953], [0.280, 4.137, -4.859], [2.500, 3.076, -1.206], [1.238, 3.627, -0.114], [2.066, 4.791, -1.169], [-1.918, 4.491, -2.800], [-0.766, 5.687, -2.209], [-1.503, 4.547, -1.080]]
}



2.
{
  "formula": "C3H6O2",
  "method": "ωB97M-V/def2-TZVPD",
  "multiplicity": 2,
  "orbital_gap_ev": [4.56, 7.82],
  "lumo_ev": [4.330, 4.301],
  "relative_energy_kj_mol": 135.5,
  "total_charge": -1,
  "elements": ["O", "C", "H", "H", "C", "C", "O", "H", "H", "H", "H"],
  "coordinates": [[2.058, 0.860, 0.903], [1.496, 1.713, 0.193], [1.769, 1.896, -0.951], [0.899, 2.510, 0.690], [-1.720, -1.121, 0.279], [-0.763, -1.086, -0.666], [0.499, -0.706, -0.481], [-2.338, -1.986, 0.413], [-1.851, -0.208, 0.915], [-0.952, -1.774, -1.535], [0.903, -0.098, 0.241]]
}



3.
{
  "formula": "C5H8N2O",
  "method": "ωB97M-V/def2-TZVPD",
  "multiplicity": 1,
  "orbital_gap_ev": [7.55, 7.56],
  "lumo_ev": [-1.967, -1.966],
  "relative_energy_kj_mol": 517.2,
  "elements": ["C", "C", "C", "N", "C", "C", "O", "N", "H", "H", "H", "H", "H", "H", "H", "H"],
  "coordinates": [[-0.725, 0.914, -0.201], [-1.793, -1.203, -0.133], [1.854, 1.091, 0.143], [-0.930, -0.293, -0.854], [0.626, 0.271, 0.591], [0.792, -1.119, -0.497], [0.433, -0.079, 1.752], [1.316, -2.089, -0.866], [-1.419, 1.186, 0.591], [-0.464, 1.727, -0.872], [-1.533, -1.255, 0.938], [-1.753, -2.191, -0.584], [-2.807, -0.791, -0.197], [1.780, 2.061, 0.637], [1.885, 1.212, -0.936], [2.738, 0.557, 0.486]]
}



4.
{
  "formula": "C45H43F4N6P2Se2Y",
  "method": "ωB97M-V/def2-TZVPD",
  "multiplicity": 1,
  "orbital_gap_ev": 7.83,
  "lumo_ev": -0.028,
  "relative_energy_kj_mol": 61.7,
  "elements": ["Y", "C", "N", "C", "C", "C", "N", "C", "C", "F", "C", "F", "C", "C", "F", "C", "F", "H", "H", "H", "H", "H", "H", "H", "H", "H", "H", "H", "Se", "P", "C", "C", "C", "C", "C", "C", "C", "C", "C", "C", "C", "C", "C", "C", "N", "N", "N", "P", "Se", "C", "C", "C", "C", "C", "C", "C", "C", "C", "C", "C", "C", "H", "H", "H", "H", "H", "H", "H", "H", "H", "H", "H", "H", "H", "H", "H", "H", "H", "H", "H", "H", "C", "N", "C", "C", "C", "C", "C", "C", "C", "C", "H", "H", "H", "H", "H", "H", "H", "H", "H", "H", "H", "H"],
  "coordinates": [[-1.991, 0.795, -0.193], [-5.973, 1.464, -1.217], [-4.699, 1.970, -1.701], [-4.772, 2.235, -3.131], [-4.295, 3.185, -1.012], [-4.314, 3.060, 0.504], [-3.672, 1.818, 0.907], [-3.906, 1.337, 2.157], [-3.632, -0.022, 2.394], [-3.157, -0.752, 1.316], [-3.750, -0.641, 3.611], [-3.435, -1.938, 3.717], [-4.201, 0.060, 4.713], [-4.495, 1.396, 4.520], [-4.911, 2.131, 5.559], [-4.350, 2.028, 3.298], [-4.589, 3.351, 3.238], [-6.775, 2.217, -1.289], [-6.267, 0.603, -1.816], [-5.887, 1.143, -0.179], [-5.536, 2.997, -3.358], [-3.807, 2.583, -3.497], [-5.030, 1.323, -3.662], [-3.289, 3.441, -1.370], [-4.939, 4.037, -1.289], [-3.807, 3.942, 0.910], [-5.342, 3.115, 0.871], [-4.310, -0.413, 5.677], [4.436, -0.192, -2.503], [3.793, -1.324, -0.847], [4.691, -0.908, 0.683], [4.783, -1.825, 1.732], [5.595, -1.557, 2.820], [6.310, -0.367, 2.879], [6.201, 0.558, 1.853], [5.402, 0.284, 0.751], [4.021, -3.111, -1.040], [5.089, -3.568, -1.803], [5.341, -4.929, -1.897], [4.526, -5.836, -1.237], [3.447, -5.384, -0.490], [3.192, -4.025, -0.393], [2.031, -1.158, -0.500], [1.228, -0.295, 0.243], [-0.048, -0.578, -0.113], [-0.025, -1.548, -1.017], [1.201, -1.908, -1.262], [1.450, 0.919, 1.542], [-0.475, 1.650, 2.216], [2.471, 2.262, 0.922], [2.847, 2.276, -0.417], [3.593, 3.335, -0.917], [3.949, 4.385, -0.088], [3.547, 4.389, 1.244], [2.803, 3.339, 1.747], [2.207, 0.102, 2.956], [3.180, 0.700, 3.743], [3.571, 0.094, 4.930], [3.012, -1.111, 5.315], [2.061, -1.729, 4.509], [1.649, -1.121, 3.338], [4.248, -2.764, 1.690], [5.670, -2.281, 3.622], [6.955, -0.164, 3.725], [6.760, 1.485, 1.892], [5.354, 0.976, -0.080], [5.709, -2.855, -2.332], [6.172, -5.281, -2.495], [4.722, -6.898, -1.315], [2.793, -6.089, 0.007], [2.330, -3.680, 0.164], [2.582, 1.470, -1.088], [3.897, 3.319, -1.956], [4.531, 5.211, -0.478], [3.806, 5.221, 1.886], [2.458, 3.373, 2.773], [3.650, 1.622, 3.429], [4.328, 0.564, 5.546], [3.317, -1.578, 6.243], [1.630, -2.678, 4.802], [0.885, -1.584, 2.724], [-4.927, -1.630, -3.867], [-3.723, -2.179, -3.274], [-4.039, -3.346, -2.472], [-2.989, -1.205, -2.490], [-2.269, -0.102, -3.253], [-2.061, -0.183, -4.621], [-1.365, 0.825, -5.281], [-0.871, 1.905, -4.571], [-1.082, 1.966, -3.195], [-1.776, 0.979, -2.494], [-5.425, -2.396, -4.462], [-4.682, -0.798, -4.524], [-5.639, -1.273, -3.101], [-4.554, -4.087, -3.083], [-4.691, -3.101, -1.614], [-3.121, -3.793, -2.089], [-2.235, -1.762, -1.924], [-3.681, -0.721, -1.753], [-2.423, -1.042, -5.173], [-1.200, 0.754, -6.350], [-0.322, 2.688, -5.083], [-0.673, 2.826, -2.663]]
}